Entry 1:
A 3-piece molecular cluster, C8H12Br2O6 overall in a non-equilibrium geometry, computed with ωB97M-V with the def2-TZVPD basis set.

Properties
SMILES = O=C1OCCO1.O=C1OCCO1.BrCCBr
HOMO-LUMO gap = 10.48 eV
HOMO = -10.4 eV
ΔE to the lowest compared entry with this formula, charge and spin = 1.484 eV

ORCA input file:
```
! RIJCOSX wB97M-V def2-TZVPD def2/J DEFGRID3
* xyz 0 1
Br -0.617 3.494 -1.849
C 0.809 2.107 -1.702
C 0.078 0.852 -1.390
Br 1.355 -0.568 -0.966
H 1.418 2.515 -0.895
H 1.464 1.970 -2.563
H -0.424 0.577 -2.318
H -0.671 1.085 -0.633
C 2.912 1.202 3.205
C 2.691 0.819 1.718
O 1.410 1.436 1.529
C 1.160 2.435 2.463
O 0.093 3.077 2.481
O 2.044 2.224 3.499
H 3.900 1.472 3.580
H 2.611 0.302 3.739
H 2.747 -0.251 1.517
H 3.349 1.380 1.055
C -2.321 -2.062 -0.545
C -2.292 -3.475 -1.045
O -3.287 -3.471 -1.984
C -3.572 -2.180 -2.342
O -4.228 -1.880 -3.343
O -3.099 -1.370 -1.467
H -1.247 -1.874 -0.573
H -2.602 -1.987 0.505
H -2.371 -4.160 -0.201
H -1.310 -3.672 -1.476
*
```

=====

Entry 2:
One molecule with the formula C11H12N2O3 in a non-equilibrium geometry, computed with ωB97M-V with the def2-TZVPD basis set.

Properties
HOMO-LUMO gap (alpha / beta) = 6.05 / 5.88 eV
⟨S²⟩ = 2.0420
HOMO (alpha / beta) = -5.7 / -9.8 eV

ORCA input file:
```
! RIJCOSX wB97M-V def2-TZVPD def2/J DEFGRID3
* xyz 0 3
C 1.815 1.929 1.286
C 0.722 1.791 0.446
C 2.836 0.997 1.263
C 1.664 -0.211 -0.478
C 0.636 0.721 -0.442
C 2.745 -0.070 0.377
C -1.064 -2.142 -0.873
C -1.507 -0.825 -0.523
C -3.613 0.117 0.487
C -2.219 -0.451 0.745
C -0.552 0.542 -1.304
N -2.062 -1.754 -1.542
N 3.787 -1.066 0.355
O 4.748 -0.893 1.076
O 3.634 -2.025 -0.374
O -0.238 0.112 -2.584
H 1.870 2.769 1.961
H -0.071 2.523 0.470
H 3.693 1.082 1.912
H 1.634 -1.033 -1.179
H -0.407 -2.965 -0.723
H -4.229 -0.621 -0.018
H -3.556 1.004 -0.138
H -4.089 0.384 1.428
H -2.304 -1.339 1.381
H -1.609 0.282 1.280
H -1.235 1.395 -1.289
H -1.028 -0.255 -2.999
*
```

=====

Entry 3:
One molecule with the formula C5H12N2 in a non-equilibrium geometry, computed with ωB97M-V with the def2-TZVPD basis set.

Properties
SMILES = C=C(N)C[C@H](C)N
HOMO-LUMO gap = 9.33 eV
HOMO = -8.3 eV
ΔE to the lowest compared entry with this formula, charge and spin = 2.034 eV

ORCA input file:
```
! RIJCOSX wB97M-V def2-TZVPD def2/J DEFGRID3
* xyz 0 1
C -0.036 -0.439 1.738
C 0.902 -0.549 0.422
C 0.584 0.565 -0.590
C -0.820 0.358 -0.966
C -1.845 1.178 -0.566
N -1.168 -0.871 -1.754
N 2.362 -0.465 0.599
H -0.039 0.640 2.100
H 0.323 -1.122 2.651
H -1.075 -0.847 1.470
H 0.673 -1.551 -0.016
H 1.352 0.611 -1.451
H 0.755 1.558 -0.212
H -2.965 1.055 -0.653
H -1.546 2.219 -0.219
H -2.166 -0.964 -1.849
H -0.675 -0.875 -2.734
H 2.731 0.527 0.607
H 2.654 -1.029 1.423
*
```

=====

Entry 4:
One molecule with the formula C12H13BrN2OS in a non-equilibrium geometry, computed with ωB97M-V with the def2-TZVPD basis set.

Properties
SMILES = CC(=O)N1CCN=C1SCc1ccc(Br)cc1
HOMO-LUMO gap = 9.20 eV
HOMO = -8.6 eV

ORCA input file:
```
! RIJCOSX wB97M-V def2-TZVPD def2/J DEFGRID3
* xyz 0 1
C -1.086 3.955 -2.211
C -0.629 2.615 -1.696
O 0.430 2.100 -1.990
N -1.493 1.987 -0.856
C -1.236 0.731 -0.293
N -2.149 0.289 0.475
C -3.218 1.259 0.537
H -4.144 0.785 0.202
H -3.354 1.570 1.575
C -2.790 2.434 -0.380
H -2.698 3.373 0.171
H -3.481 2.576 -1.215
S 0.242 -0.066 -0.679
C -0.049 -1.612 0.304
C 1.263 -2.200 0.689
C 1.886 -3.139 -0.126
C 3.116 -3.670 0.215
C 3.729 -3.250 1.383
C 3.134 -2.312 2.208
C 1.904 -1.790 1.853
H 1.434 -1.055 2.490
H 3.626 -1.994 3.114
Br 5.421 -3.981 1.866
H 3.596 -4.399 -0.420
H 1.405 -3.458 -1.039
H -0.627 -2.284 -0.327
H -0.643 -1.310 1.164
H -2.020 3.849 -2.759
H -1.247 4.642 -1.382
H -0.323 4.357 -2.870
*
```